DFT (the ωB97M-V functional and the def2-TZVPD basis) results for 2 unconnected molecules or ions with the total composition C5H11N at a distorted geometry.

```
17
Properties=species:S:1:pos:R:3:forces:R:3
C 0.09729 -1.18063 -0.61553 1.9 0.0 0.9
C 0.41607 -0.76536 -1.85799 -0.8 0.0 -0.7
C 1.84225 -2.56897 0.10432 0.8 0.1 0.3
N 1.03538 -1.51715 0.34384 -1.7 -0.1 -0.2
H -0.93016 -1.18747 -0.24303 -0.3 0.2 -0.3
H 1.43829 -0.59959 -2.17139 0.1 -0.3 0.1
H -0.35831 -0.56773 -2.59731 0.0 0.1 0.1
H 2.50821 -2.84398 0.92003 0.1 -0.2 -0.2
H 1.76283 -3.21848 -0.76822 -0.1 0.1 0.0
C -0.85635 1.55631 1.58274 0.0 1.1 -0.1
C -1.09939 2.05068 0.15516 0.1 -0.7 -0.3
H -1.63443 1.97584 2.22875 0.0 -0.3 0.2
H 0.09009 1.95944 1.94880 0.1 -0.2 0.0
H -0.82681 0.47533 1.66081 0.0 -0.1 -0.1
H -1.07374 3.13519 0.04068 -0.1 0.1 0.2
H -0.35516 1.63107 -0.52317 0.1 0.0 0.0
H -2.05607 1.66550 -0.20849 -0.1 0.2 0.0
```
Positions in Å, forces in eV/Å.

Relative energy (zero: lowest compared OMol25 entry of this formula, charge and spin)   19.4 kcal/mol
Expectation value of S²   0.75
Total charge   -1
LUMO (spin up / spin down)   4.02 / 4.00 eV
DFT total energy   -251.76868 a.u.
Gap between HOMO and LUMO (spin up / spin down)   0.132 / 0.263 Eh
Multiplicity   2
HOMO level (spin up / spin down)   0.44 / -3.17 eV

Charges per atom according to Löwdin partitioning, unit e: -0.400 -0.105 -0.274 -0.169 0.065 0.016 -0.002 -0.038 -0.025 -0.174 -0.186 0.048 0.058 0.043 0.049 0.038 0.056